Record 1
Molecular formula: C3H5NaO3Rb
Method: DFT, wB97M-V/def2-TZVPD

* E_tot: -528.8742 a.u.
* multiplicity: 2
* E_HOMO (spin up / spin down): -15.59 / -17.93 eV
* total charge: +2
* expectation value of S²: 0.753
* molar mass: 197.53 Da

XYZ file:
```
13
C3H5NaO3Rb wB97M-V/def2-TZVPD
H -2.4053 0.3552 -1.1697
O -2.2592 -0.6108 -0.9331
C -2.3428 -1.2984 -2.2252
C -2.6523 -0.2733 -3.2594
C 3.8702 2.9075 -0.0642
O 3.3196 1.9015 0.1398
O 4.4125 3.9035 -0.2556
Na -3.9811 -1.2878 0.5945
Rb 0.9347 -0.7260 0.3687
H -3.1289 -2.0675 -2.1531
H -1.3584 -1.7503 -2.3929
H -3.3917 0.5046 -3.0486
H -2.4644 -0.5096 -4.3068
```

=====

Record 2
Molecular formula: C3H5NiO3
Method: DFT, wB97M-V/def2-TZVPD

* E_tot: -1850.4136 a.u.
* multiplicity: 4
* E_HOMO (spin up / spin down): -20.54 / -21.34 eV
* total charge: +2
* expectation value of S²: 3.760
* energy relative to the best compared isomer or geometry (same formula, charge and spin): 141.04 kJ/mol
* molar mass: 147.76 Da

XYZ file:
```
12
C3H5NiO3 wB97M-V/def2-TZVPD
H -0.9613 -0.0404 1.5452
C -1.3590 -0.2359 0.5369
C -0.3242 -1.0639 -0.3078
O 0.9922 -0.6112 -0.0369
C 1.3428 0.6275 -0.1664
O 2.6087 0.7312 0.0261
H -2.2710 -0.8454 0.6013
H -0.9244 -2.0553 -0.1697
H 2.9169 1.6476 -0.0130
Ni -0.1496 2.1903 -0.3643
O -1.5557 0.8577 -0.2551
H -0.3154 -1.2022 -1.3963
```

=====

Record 3
Molecular formula: C3H5O2
Method: DFT, wB97M-V/def2-TZVPD

* E_tot: -267.8059 a.u.
* SMILES: CCC(=O)[O-]
* E_HOMO: -3.08 eV
* total charge: -1
* energy relative to the best compared isomer or geometry (same formula, charge and spin): 111.60 kJ/mol
* molar mass: 73.07 Da

XYZ file:
```
10
C3H5O2 wB97M-V/def2-TZVPD
O 0.8763 -1.3879 -1.3154
C -0.2182 -1.0770 -0.8925
O -1.2821 -1.7403 -1.2970
C -0.4559 -0.1892 0.2554
C 0.5109 1.0833 0.2909
H -0.0914 -0.9770 0.9176
H -1.4975 0.0007 0.5834
H 1.5173 1.1263 -0.1189
H 0.6542 1.1418 1.3956
H -0.0137 2.0193 0.1808
```

=====

Record 4
Molecular formula: C3H5O2
Method: DFT, wB97M-V/def2-TZVPD

* E_tot: -267.8113 a.u.
* E_HOMO: -4.02 eV
* total charge: -1
* energy relative to the best compared isomer or geometry (same formula, charge and spin): 97.36 kJ/mol
* molar mass: 73.07 Da

XYZ file:
```
10
C3H5O2 wB97M-V/def2-TZVPD
C 0.0580 -1.4394 0.4748
C -0.9163 -0.9196 1.2134
H 0.3770 -2.4629 0.6410
H 0.4948 -0.8435 -0.3231
H -1.3569 -1.5159 2.0088
H -1.1922 0.1135 1.0784
O 0.0127 1.7404 -0.1770
C 0.6269 1.7612 -1.2632
O 1.0386 0.7974 -1.9474
H 0.8573 2.7689 -1.7056
```

=====

What did the first record say?
Molecular formula: C3H5NaO3Rb
Method: DFT, wB97M-V/def2-TZVPD

* E_tot: -528.8742 a.u.
* multiplicity: 2
* E_HOMO (spin up / spin down): -15.59 / -17.93 eV
* total charge: +2
* expectation value of S²: 0.753
* molar mass: 197.53 Da

XYZ file:
```
13
C3H5NaO3Rb wB97M-V/def2-TZVPD
H -2.4053 0.3552 -1.1697
O -2.2592 -0.6108 -0.9331
C -2.3428 -1.2984 -2.2252
C -2.6523 -0.2733 -3.2594
C 3.8702 2.9075 -0.0642
O 3.3196 1.9015 0.1398
O 4.4125 3.9035 -0.2556
Na -3.9811 -1.2878 0.5945
Rb 0.9347 -0.7260 0.3687
H -3.1289 -2.0675 -2.1531
H -1.3584 -1.7503 -2.3929
H -3.3917 0.5046 -3.0486
H -2.4644 -0.5096 -4.3068
```